Record 1
# C17H14BrClMnO2

C17H14BrClMnO2 as an isolated structure (the ωB97M-V functional and the def2-TZVPD basis, the OMol25 dataset).

Geometry (Å):
C (-2.1793, -1.5415, -1.5412)
C (-1.4988, -1.7061, -2.8247)
C (-1.2880, -0.4119, -3.3775)
H (-1.3113, -2.6637, -3.2974)
C (-1.7066, 0.5712, -2.4486)
C (-2.2871, -0.0921, -1.3135)
H (-2.8206, 0.3639, -0.5026)
H (-2.5623, -2.3055, -0.8968)
H (-0.9556, -0.2139, -4.3997)
H (-1.7278, 1.6536, -2.5967)
Mn (-0.2866, -0.8064, -1.2669)
Cl (0.2375, -2.7970, -0.3745)
C (2.2755, -0.4458, -1.2286)
C (1.9209, 0.7941, -1.8582)
C (1.4785, 0.5079, -3.1846)
H (2.0343, 1.7802, -1.4111)
C (1.5533, -0.9061, -3.3862)
C (2.0658, -1.5059, -2.1943)
H (2.3330, -2.5498, -2.0604)
H (2.7156, -0.5672, -0.2443)
H (1.1687, 1.2587, -3.9114)
H (1.3165, -1.4574, -4.2972)
Br (1.9819, 2.1583, 1.5147)
C (0.8708, 1.5202, 2.9038)
C (1.1429, 1.9684, 4.2048)
C (0.3752, 1.5478, 5.2941)
C (-0.6925, 0.6575, 5.0795)
C (-0.9603, 0.2013, 3.7878)
C (-0.2076, 0.6298, 2.6839)
C (-0.6868, 0.1087, 1.3404)
O (-1.7444, -0.5725, 1.3628)
O (-0.0280, 0.4131, 0.2587)
H (1.9739, 2.6647, 4.3699)
H (0.6010, 1.9084, 6.2951)
H (-1.3125, 0.3161, 5.9087)
H (-1.7893, -0.4810, 3.6120)

## Properties
max |F| = 0.067 hartree/bohr
⟨S²⟩ = 6.148
net charge = -1
Kohn-Sham gap (alpha / beta) = 5.782 / 6.404 eV
multiplicity = 5

Record 2
# C17H14BrClMnO2

C17H14BrClMnO2 as an isolated structure (the ωB97M-V functional and the def2-TZVPD basis, the OMol25 dataset).

Geometry (Å):
C (-2.2569, -0.6418, -1.4058)
C (-2.3571, -1.1269, -0.0554)
C (-2.2470, -0.0076, 0.8318)
H (-2.5342, -2.1565, 0.2366)
C (-2.0859, 1.1834, 0.0324)
C (-2.0980, 0.7913, -1.3482)
H (-2.0667, 1.4718, -2.1981)
H (-2.3659, -1.2293, -2.3122)
H (-2.3943, -0.0327, 1.9133)
H (-2.0518, 2.2112, 0.4010)
Mn (-0.4176, -0.1392, -0.3792)
Br (0.7820, -0.2405, -2.3165)
C (2.1717, 1.0345, -4.9536)
C (1.0848, 1.8273, -5.4232)
C (0.0874, 0.9473, -5.9477)
H (1.0307, 2.9114, -5.3947)
C (0.5584, -0.3911, -5.8014)
C (1.8493, -0.3436, -5.1903)
H (2.4745, -1.1965, -4.9476)
H (3.0826, 1.4011, -4.4914)
H (-0.8573, 1.2460, -6.3918)
H (0.0356, -1.2943, -6.1024)
Cl (1.0451, -0.0626, 7.9441)
C (0.9161, -0.2521, 6.2413)
C (0.9949, -1.5345, 5.6688)
C (0.8918, -1.6830, 4.2816)
C (0.7130, -0.5600, 3.4691)
C (0.6841, 0.7184, 4.0363)
C (0.7554, 0.8748, 5.4203)
C (0.4745, -0.6982, 2.0011)
O (0.2448, -1.8297, 1.4831)
O (0.4670, 0.4128, 1.3203)
H (1.1354, -2.3979, 6.3107)
H (0.9539, -2.6639, 3.8158)
H (0.6083, 1.5895, 3.3888)
H (0.6915, 1.8613, 5.8629)

## Properties
max |F| = 0.065 hartree/bohr
⟨S²⟩ = 8.759
net charge = -2
Kohn-Sham gap (alpha / beta) = 3.232 / 3.365 eV
energy relative to the best compared isomer or geometry (same formula, charge and spin) = 23.9 kJ/mol
multiplicity = 6